C7H7ClF3N2O2 | the ωB97M-V functional and the def2-TZVPD basis

XYZ file:
```
22
Properties=species:S:1:pos:R:3:forces:R:3:lowdin_charge:R:1
C -0.40445 0.24308 -0.21727 0.5853 -0.5539 1.3703 -0.12
C -1.73858 -0.16791 -0.65031 -0.0247 1.8805 -0.9565 0.00
C -2.35416 -2.18481 2.25421 0.2505 0.8159 0.8839 0.04
C -1.49608 -2.59342 1.54186 1.7973 -1.5276 -2.7822 -0.65
C 0.51769 0.52927 -1.09732 -1.7066 -0.1006 -3.2598 -0.09
C -2.85252 0.41397 -0.19917 -0.9763 -1.2439 -0.3032 0.02
C -4.26704 -0.03536 -0.76704 1.2339 1.3759 2.0384 -0.60
N -2.70173 1.33614 0.92294 -1.2435 -0.5523 1.1535 -0.33
N 1.88074 0.86372 -0.71667 0.3629 0.2950 -1.3201 0.23
O -1.64518 1.90727 0.95300 1.1348 1.2043 0.0878 0.08
O -3.55240 1.42938 1.78303 -0.1687 -0.3399 -0.8537 0.15
F -3.96401 -0.59828 -1.89088 -0.3040 -1.2184 -1.7652 0.19
F -4.86145 -0.89492 0.05884 0.1549 0.1184 -0.2442 0.18
F -5.09108 0.97910 -0.99815 0.1335 0.1001 0.2039 0.19
Cl -0.48204 -3.21263 0.33037 -0.9232 0.4651 1.1698 0.68
H -0.12632 0.25486 0.82372 -0.2555 -0.1667 0.4294 0.13
H -1.70723 -0.59172 -1.64975 -0.5947 -0.8027 0.4511 0.14
H -2.57839 -1.56085 3.06321 -1.1218 0.2673 0.7701 0.04
H 0.11534 0.48964 -2.17816 1.9272 0.4345 1.4648 0.18
H 2.59374 0.39931 -1.29567 -0.2530 -0.5854 0.4454 0.19
H 1.94731 0.64350 0.25217 0.6416 -0.5895 1.1366 0.16
H 2.18794 1.83058 -0.79253 -0.6499 0.7239 -0.1201 0.18
```
Forces are in eV/Å.

Energy above the lowest of the compared OMol25 structures with the same formula, charge and spin (kJ/mol): 291.40
Charge: +1



C7H7ClN2O3PS | the ωB97M-V functional and the def2-TZVPD basis

XYZ file:
```
22
Properties=species:S:1:pos:R:3:forces:R:3:lowdin_charge:R:1
O 0.12145 -0.25837 -1.86760 -0.0748 0.2321 -1.2031 -0.29
P -0.23455 0.89210 -2.95622 -1.9459 1.1454 1.5317 0.62
Cl -1.75959 0.25263 -4.18585 1.1918 -0.3182 0.2725 0.30
N 1.19568 0.98726 -4.15605 0.2230 -0.4840 -0.3903 -0.12
N 1.22921 2.36979 -4.63691 -0.5762 -0.6983 0.0703 0.00
C 1.26141 3.12802 -3.64924 0.8081 0.6955 0.4525 -0.83
S 1.53465 4.03900 -2.44768 -0.2451 0.1794 -0.2992 0.94
H -0.23711 0.07954 -1.01973 0.2662 -0.2455 -0.0826 0.06
H 2.09750 0.83347 -3.68626 -0.1385 -0.5644 -0.2000 0.16
H 1.05426 0.36576 -4.96017 0.4275 0.1470 -0.0342 0.14
C 0.72719 -1.14383 3.49294 0.0589 0.1238 -0.0386 0.03
C 0.42332 0.01201 2.90698 0.0632 -0.0242 0.0354 0.01
C -0.84723 0.18647 2.16591 -0.0568 0.0683 0.1173 -0.40
O -1.12410 1.24412 1.62744 0.1399 -0.1621 -0.2618 0.08
C -1.76967 -0.97117 2.10205 -0.0283 -0.0712 -0.0234 0.01
C -1.46811 -2.12810 2.68714 -0.0921 0.0533 -0.1003 0.03
C -0.19503 -2.30531 3.42991 0.0279 -0.1271 0.1101 -0.38
O 0.07994 -3.35519 3.96343 -0.0054 0.0414 -0.0496 0.13
H 1.65062 -1.29133 4.03838 -0.0208 -0.0422 0.0189 0.13
H 1.08267 0.87018 2.94341 -0.0403 0.0273 0.0071 0.12
H -2.69378 -0.82203 1.55716 -0.0104 0.0427 0.0286 0.12
H -2.12873 -2.98503 2.65095 0.0282 -0.0192 0.0386 0.13
```
Forces are in eV/Å.

Charge: +1



C7H7ClO2 | the ωB97M-V functional and the def2-TZVPD basis

XYZ file:
```
17
Properties=species:S:1:pos:R:3:forces:R:3:lowdin_charge:R:1
C 1.30704 0.90241 -3.14724 0.7305 6.1971 -1.6088 -0.11
C 1.57856 1.39345 -1.64889 0.3988 1.3249 -1.7611 -0.17
C 0.82732 0.33004 -0.82042 2.9734 1.2663 -0.5502 -0.22
C 1.45984 -0.74005 -0.24992 0.3090 1.9604 0.5109 0.00
C 0.80605 -1.40203 0.92165 -1.5821 4.1892 -2.2693 -0.05
C -0.31512 -0.68797 1.35576 -0.8050 -0.8935 -1.4818 -0.61
Cl -1.43868 -1.30125 2.57363 1.0931 0.4886 -0.4554 0.68
O -0.98131 0.38404 0.68593 1.5469 -1.6516 -0.1066 -0.02
C -0.51672 0.81906 -0.66113 -1.2758 -1.5767 2.3306 -0.37
O -1.24674 1.47268 -1.33774 0.6421 -0.3670 0.7576 0.16
H 1.23972 -0.07870 -3.25688 0.5599 -4.5846 0.0480 0.00
H 2.08288 1.33427 -3.90448 -1.0591 -0.8867 1.4471 0.10
H 0.34802 1.18199 -3.65934 0.4610 0.4899 1.1334 0.08
H 2.79737 1.64180 -1.59593 -3.3178 -1.3186 0.5959 0.16
H 1.02735 2.42223 -1.37538 1.4627 -2.1531 -1.0429 0.14
H 2.59372 -0.71626 -0.56689 -2.3273 -0.9263 1.0758 0.16
H 1.31097 -2.20720 1.32285 0.1899 -1.5581 1.3768 0.07
```
Forces are in eV/Å.

Energy above the lowest of the compared OMol25 structures with the same formula, charge and spin (kJ/mol): 301.01



no.,strongest force on any atom (eV/Å),HOMO-LUMO gap (eV)
1,3.68,8.9
2,2.73,7.5
3,6.44,8.7